Entry from the OMol25 dataset: a structure of composition H3NO5PS2 at a distorted geometry (ωB97M-V/def2-TZVPD).

Geometry as XYZ:
```
12
Properties=species:S:1:pos:R:3:forces:R:3
N -0.885 0.887 0.086 -1.9 1.6 1.2
O -3.408 0.846 0.383 -1.2 0.2 0.4
O 3.926 0.389 1.055 -1.1 -0.4 -3.9
O 3.636 -0.999 -1.098 -0.3 2.6 1.6
O -2.637 -0.325 -1.658 0.2 0.7 1.5
O -2.091 -1.288 0.504 -1.2 0.6 0.0
P 0.078 -0.374 0.673 1.7 -0.1 0.7
S 3.439 0.294 -0.380 1.3 -2.3 2.4
S -2.496 -0.064 -0.223 2.7 -0.2 -1.1
H -1.074 1.633 0.894 0.2 -2.3 -2.3
H 1.460 0.111 0.253 -0.5 0.2 0.1
H 0.052 -1.110 -0.489 0.1 -0.6 -0.6
```
Positions in Å, forces in eV/Å.

Values from the calculation:
HOMO-LUMO gap (alpha / beta) in Ha: 0.249 / 0.249
Total charge: -1
Energy relative to the best compared isomer or geometry (same formula, charge and spin) in kJ/mol: 56.5

***

Entry from the OMol25 dataset: the molecule C7H9NO at a distorted geometry (ωB97M-V/def2-TZVPD).

Geometry as XYZ:
```
18
Properties=species:S:1:pos:R:3:forces:R:3
C 0.981 -0.203 -0.533 2.3 -2.2 0.8
C 1.052 1.131 0.288 -0.7 -1.1 1.2
C 0.116 -0.740 0.798 -2.1 0.3 -4.6
C -1.254 -0.327 0.203 -0.2 0.7 0.1
C -2.288 -1.135 -0.069 -2.2 0.7 0.6
C -1.262 1.166 -0.191 -1.9 0.2 -0.1
C -0.230 1.999 -0.028 2.0 -3.0 -0.3
H 2.419 -1.008 0.587 0.8 0.4 -2.2
H 2.695 -1.532 -0.982 -0.6 -0.6 -0.6
H 0.589 -0.275 -1.586 0.2 0.3 1.3
H 2.193 1.372 0.434 -2.5 0.6 -0.4
H 0.078 -1.823 1.194 0.7 1.9 -0.3
H -2.381 -2.203 0.278 0.4 1.3 -0.5
H -3.303 -0.631 -0.388 2.2 -1.2 0.2
H -2.189 1.619 -0.660 0.9 -0.9 0.9
H -0.200 2.983 -0.395 0.0 1.1 -0.1
N 2.393 -0.739 -0.457 -1.0 0.8 3.0
O 0.590 0.345 1.507 1.8 0.9 1.1
```
Positions in Å, forces in eV/Å.

Values from the calculation:
HOMO-LUMO gap in Ha: 0.336
Structure (SMILES): C=C1C=C[C@H]2O[C@@H]1[C@@H]2N
Energy relative to the best compared isomer or geometry (same formula, charge and spin) in kJ/mol: 463.0

***

Entry from the OMol25 dataset: a cluster of 5 separate species, CH12O4S2 in total at a distorted geometry (ωB97M-V/def2-TZVPD).

Geometry as XYZ:
```
19
Properties=species:S:1:pos:R:3:forces:R:3
C -3.026 1.780 0.046 -0.3 -1.1 0.0
S -1.756 1.174 -1.087 0.0 0.3 -0.3
S -0.687 2.881 -1.587 -0.1 -0.5 0.2
H -2.668 1.725 1.066 0.1 0.6 0.1
H -3.865 1.074 0.005 0.2 -0.1 -0.2
H -3.419 2.715 -0.301 0.1 0.6 0.2
H 0.355 2.647 -0.770 0.0 0.2 0.0
H -0.201 -1.280 -2.249 -0.3 0.1 0.2
H -0.153 -1.433 -0.676 -0.4 0.0 -0.4
O 0.368 -1.347 -1.481 0.8 -0.1 0.2
H 1.504 -3.777 4.628 0.3 0.1 -0.1
H 1.293 -2.764 3.475 0.3 -0.3 0.0
O 0.845 -3.391 4.051 -0.6 0.1 0.2
H 2.560 -2.129 1.462 0.3 -0.2 -0.5
H 3.003 -3.549 0.986 -0.1 0.3 0.0
O 2.798 -3.020 1.764 0.0 0.0 0.5
H 1.881 -0.645 -0.452 -0.1 -0.1 0.0
H 3.371 -0.476 -0.175 -0.4 -0.1 0.4
O 2.526 -0.665 0.272 0.5 0.4 -0.5
```
Positions in Å, forces in eV/Å.

Values from the calculation:
HOMO-LUMO gap in Ha: 0.352
Structure (SMILES): CSS.O.O.O.O
Energy relative to the best compared isomer or geometry (same formula, charge and spin) in kJ/mol: 58.7

***

Entry from the OMol25 dataset: the molecule C5H9N3 at a distorted geometry (ωB97M-V/def2-TZVPD).

Geometry as XYZ:
```
17
Properties=species:S:1:pos:R:3:forces:R:3
C 1.038 -1.067 -0.797 -0.2 -0.1 0.0
C -0.507 0.840 -1.470 0.1 0.0 0.0
N 0.279 0.425 1.822 -0.2 -0.5 -0.3
C -0.541 -0.068 0.899 -0.1 0.2 0.6
C 0.200 0.121 -0.342 1.0 0.5 0.4
N -1.792 -0.497 1.093 0.3 0.0 0.0
C 1.380 0.904 0.862 -0.9 -0.4 -0.9
N 2.443 1.415 0.909 0.0 0.0 0.1
H 0.315 0.167 2.809 -0.1 0.2 -0.1
H -2.294 -0.912 0.327 0.0 0.1 0.1
H -2.284 -0.344 1.960 0.1 -0.1 -0.1
H 0.450 -1.755 -1.417 0.1 0.0 0.0
H 1.454 -1.625 0.043 0.0 0.0 0.0
H 1.881 -0.700 -1.386 -0.1 0.0 0.0
H -1.144 0.170 -2.063 0.1 0.0 0.0
H 0.242 1.260 -2.145 0.0 0.0 0.0
H -1.121 1.666 -1.106 0.0 0.0 0.0
```
Positions in Å, forces in eV/Å.

Values from the calculation:
HOMO-LUMO gap in Ha: 0.263
Energy relative to the best compared isomer or geometry (same formula, charge and spin) in kJ/mol: 294.4